C39H44AuN2P | ωB97M-V/def2-TZVPD

Geometry as XYZ:
```
87
Properties=species:S:1:pos:R:3:lowdin_charge:R:1
C 3.2328 -3.9817 -3.4106 -0.0397
C -2.8836 1.5542 4.0409 -0.0541
C 3.3260 -0.6748 -2.2022 0.0097
H -2.9802 1.8035 0.8105 0.0419
H 5.1226 0.2454 1.7954 0.0983
H -1.1588 -2.9256 -1.8945 0.0935
C 3.1688 -4.1009 -0.9099 -0.0387
H 3.8525 -4.8777 -3.4785 0.0870
H -3.7768 -5.2578 -1.3689 0.0866
H -0.2685 -0.4488 1.0707 0.0554
C -2.7449 0.4976 -1.6556 -0.1245
H 0.3615 7.8732 1.6312 0.0985
C -3.0957 -4.4138 -1.4822 -0.0656
C 2.6244 2.4242 1.1193 -0.0854
C 0.0328 4.0341 1.1883 -0.3388
H -4.2019 2.4030 1.9521 0.0760
H -4.0317 -3.0011 0.6960 0.0938
C 0.2738 6.7995 1.5166 -0.0927
H 0.8904 -1.7626 1.3610 0.0746
H 5.3995 -2.4340 -2.9497 0.0868
C -4.7013 -3.0512 -0.1645 -0.0425
C 3.0361 -0.2368 1.7082 -0.0637
C 1.5250 1.5743 1.2346 -0.3437
H 3.4377 -3.3567 -4.2816 0.0926
H 0.6378 4.9395 -1.9615 0.0167
H -2.5958 0.8110 6.0327 0.0988
C 5.0552 -2.9591 -2.0573 -0.0623
C -1.6382 -1.9617 -1.8042 0.0499
H -5.4889 -4.0104 -2.6522 0.0872
C 0.1626 4.6058 2.4606 -0.0872
C 4.1212 0.6206 1.6190 -0.0962
H -3.1445 1.5062 -1.6219 0.1124
C 0.5903 -0.7598 1.6686 -0.0537
P -0.1882 2.2115 1.0175 1.0340
H 0.1747 3.9741 3.3373 0.0935
C 0.2884 5.9725 2.6301 -0.0941
H -3.9620 1.6073 4.1430 0.1056
H 2.9518 1.4376 -2.3278 0.1067
H 4.7563 2.6345 1.2415 0.1006
H 2.1861 -4.2887 -3.4499 0.0826
C -0.0770 4.3683 -1.3631 -0.3478
H -4.6202 -0.4666 -1.3296 0.1121
H -5.3642 -2.1867 -0.1311 0.0768
H 0.3960 6.3885 3.6242 0.0980
H -2.5586 -4.5464 -2.4234 0.0860
H -5.3173 -3.9470 -0.0685 0.0867
H -5.5080 -2.2430 -2.6688 0.0809
C -3.5620 -0.6073 -1.5041 -0.0012
C -0.8770 -0.7979 -1.8964 -0.2114
H 2.4629 3.4693 0.8882 0.1016
C -4.8587 -3.1190 -2.6744 -0.0400
C 0.1473 6.2428 0.2587 -0.0637
C 3.5484 -3.2226 -2.1115 -0.5542
H 2.0925 -4.2615 -0.8430 0.0747
C -0.8946 1.8615 2.7067 -0.3257
N 1.1959 0.3992 -2.1251 -0.0041
H 3.6497 -5.0763 -1.0009 0.0881
C 1.7332 0.2103 1.5144 -0.2938
C -3.1425 2.4219 1.6966 -0.0645
C 0.6047 -0.8003 -2.0267 -0.1905
H -0.1276 0.7676 5.8334 0.1010
H 4.3953 -0.5494 -2.2743 0.1072
H 5.5871 -3.9097 -2.0031 0.0881
C 0.0351 4.8622 0.0561 -0.3348
H 0.1368 6.8894 -0.6123 0.1091
H 3.2023 -1.2811 1.9476 0.1054
H 0.2605 -0.8118 2.7078 0.0783
C 1.3526 -1.9693 -2.0274 0.0397
H 0.9458 1.4538 3.7363 0.1102
H 0.8452 -2.9221 -1.9642 0.1039
C 2.7404 -1.9319 -2.1018 -0.1495
H 3.5030 -3.6435 0.0217 0.0851
H -1.0602 4.6777 -1.7400 0.0285
C -2.1173 1.1178 5.1109 -0.0899
Au 0.1964 2.3448 -1.6288 0.7061
C 2.5220 0.4499 -2.2237 -0.1109
C -0.1347 1.4596 3.8047 -0.1187
N -1.4355 0.4039 -1.8340 0.0474
H -2.8669 3.4445 1.4282 0.0816
H -4.2958 -3.1185 -3.6096 0.0922
C 3.9159 1.9545 1.3079 -0.0881
C -0.7376 1.0849 4.9962 -0.0891
H -2.3817 -4.4468 -0.6566 0.0901
C -2.2948 1.9290 2.8388 -0.2736
C -3.0077 -1.8847 -1.5895 -0.1554
H 5.3234 -2.3721 -1.1763 0.0883
C -3.8997 -3.1121 -1.4722 -0.5599
```

## Properties
**LUMO**: -0.063 eV
**Net charge**: 0
**Highest occupied orbital energy**: -6.52 eV
**2S+1**: 1